This record from the Open Molecules 2025 dataset describes a structure of composition C2O4Tb at a distorted geometry. The level of theory is ωB97M-V/def2-TZVPD.

Last column: Mulliken spin population.
Element x y z (Å)
O: 0.433 -2.596 -0.717  0.00
C: 0.995 -3.113 0.126  0.00
O: -0.131 0.222 0.869  -0.06
O: 0.124 1.745 -0.758  -0.06
C: -0.101 1.583 0.535  0.04
O: -0.759 2.417 1.177  -0.01
Tb: -0.561 -0.258 -1.232  6.08

Atomic forces in eV per Å
O -0.2 0.4 -0.2
C 0.2 -0.3 0.2
O 0.1 -0.1 -2.9
O 0.5 -2.3 -2.1
C -5.3 1.5 2.4
O 3.1 -2.1 -1.0
Tb 1.6 2.8 3.5

Values from the calculation:
Total charge   +1
Molar mass   246.9 Da
Max |F|   5.97 eV/A
HOMO level (alpha / beta)   -13.6 / -13.7 eV
Multiplicity   7
Frontier orbital gap (alpha / beta)   6.849 / 7.260 eV
Relative energy (zero: lowest compared OMol25 entry of this formula, charge and spin)   0.000 eV
E_LUMO (alpha / beta)   -6.79 / -6.41 eV

---

This record from the Open Molecules 2025 dataset describes a cluster of 21 separate species, C30H102N24O30 in total at a distorted geometry. The level of theory is ωB97M-V/def2-TZVPD.

Last column: Löwdin charge in e.
Element x y z (Å)
C: 13.931 21.086 19.360  -0.68
O: 14.740 20.440 18.726  -0.02
N: 12.693 21.262 18.924  0.21
N: 14.275 21.655 20.555  0.16
H: 12.015 21.776 19.469  0.12
H: 12.448 20.670 18.132  0.08
H: 13.728 21.449 21.388  0.05
H: 15.229 21.557 20.845  0.09
C: 14.910 12.134 18.913  -0.73
O: 13.925 12.129 19.651  0.00
N: 15.917 11.310 19.238  0.16
N: 15.063 12.885 17.800  0.18
H: 15.722 10.793 20.083  0.11
H: 16.845 11.302 18.819  0.11
H: 14.530 13.694 18.041  0.08
H: 16.019 13.076 17.532  0.06
C: 15.084 18.889 12.313  -0.69
O: 14.553 18.199 11.470  0.01
N: 14.452 19.894 12.946  0.22
N: 16.370 18.711 12.571  0.19
H: 13.469 19.914 12.771  0.06
H: 14.777 20.274 13.793  0.05
H: 16.762 18.902 13.461  0.05
H: 16.790 17.870 12.193  0.11
C: 12.117 22.342 15.357  -0.74
O: 11.610 21.462 16.045  0.00
N: 12.324 22.138 14.088  0.18
N: 12.412 23.528 15.829  0.19
H: 11.719 21.405 13.690  0.07
H: 12.426 22.838 13.359  0.13
H: 13.135 24.134 15.457  0.09
H: 12.358 23.517 16.847  0.11
C: 13.892 14.560 12.051  -0.70
O: 14.375 14.748 13.134  0.03
N: 13.601 15.618 11.264  0.17
N: 13.685 13.335 11.527  0.19
H: 14.125 16.456 11.446  0.05
H: 13.211 15.462 10.334  0.13
H: 13.842 12.511 12.063  0.07
H: 13.553 13.061 10.589  0.09
C: 15.247 16.765 18.845  -0.75
O: 15.613 15.624 19.136  -0.01
N: 16.068 17.540 18.214  0.22
N: 13.999 17.064 19.019  0.21
H: 16.057 18.547 18.300  0.09
H: 17.016 17.246 18.403  0.11
H: 13.435 16.224 18.887  0.13
H: 13.674 17.902 18.582  0.07
C: 8.244 20.709 17.507  -0.77
O: 7.378 20.281 18.208  0.04
N: 8.869 19.985 16.565  0.18
N: 8.624 21.944 17.711  0.18
H: 8.211 19.390 16.093  0.11
H: 9.350 20.576 15.909  0.07
H: 8.100 22.319 18.480  0.11
H: 9.408 22.402 17.267  0.10
C: 13.190 19.194 22.557  -0.68
O: 12.625 20.333 22.577  -0.06
N: 14.484 19.165 22.908  0.16
N: 12.438 18.148 22.284  0.20
H: 15.018 18.299 23.076  0.12
H: 14.742 20.038 23.338  0.11
H: 12.945 17.318 22.071  0.10
H: 11.463 18.231 22.024  0.11
C: 16.548 24.665 14.179  -0.74
O: 15.518 24.296 14.700  0.01
N: 16.619 25.874 13.646  0.17
N: 17.632 23.905 14.244  0.19
H: 17.564 26.263 13.667  0.12
H: 15.936 26.523 14.002  0.11
H: 17.535 22.923 14.529  0.10
H: 18.493 24.106 13.777  0.10
C: 10.354 13.853 13.333  -0.75
O: 10.837 14.250 12.303  0.05
N: 9.046 13.739 13.445  0.17
N: 11.058 13.590 14.417  0.20
H: 8.627 14.113 12.628  0.10
H: 8.586 14.048 14.308  0.10
H: 10.552 13.636 15.295  0.07
H: 11.960 14.005 14.533  0.09
C: 11.453 19.524 8.490  -0.75
O: 11.422 20.265 7.518  0.02
N: 10.288 19.058 8.977  0.17
N: 12.552 18.986 8.990  0.17
H: 10.366 18.407 9.712  0.04
H: 9.391 19.289 8.581  0.11
H: 13.113 19.823 9.024  0.11
H: 12.525 18.586 9.918  0.06
C: 17.294 20.570 15.867  -0.73
O: 16.488 20.179 15.103  0.06
N: 16.981 20.966 17.092  0.20
N: 18.550 20.802 15.405  0.17
H: 16.001 20.958 17.395  0.07
H: 17.654 21.170 17.823  0.12
H: 18.928 20.150 14.733  0.07
H: 19.280 20.936 16.081  0.10
C: 8.752 15.158 17.236  -0.24
C: 9.738 16.291 17.374  -0.23
O: 10.238 16.755 16.113  -0.08
O: 9.376 13.952 16.863  -0.08
H: 8.077 15.469 16.435  0.12
H: 8.247 15.093 18.189  0.12
H: 10.564 15.901 18.025  0.13
H: 9.212 17.139 17.902  0.13
H: 11.189 16.784 16.173  0.03
H: 9.335 13.194 17.445  0.10
C: 13.495 9.985 16.032  -0.26
C: 13.517 11.226 15.179  -0.23
O: 13.366 11.097 13.749  -0.08
O: 12.335 9.198 16.090  -0.04
H: 13.711 10.359 17.033  0.10
H: 14.303 9.296 15.795  0.12
H: 14.524 11.630 15.326  0.10
H: 12.834 11.990 15.547  0.10
H: 12.422 11.227 13.578  0.08
H: 11.728 9.564 16.708  0.07
C: 8.876 20.514 21.027  -0.27
C: 8.090 19.231 21.258  -0.24
O: 8.841 18.275 22.004  -0.08
O: 8.950 21.172 22.265  -0.06
H: 8.268 21.045 20.282  0.09
H: 9.890 20.228 20.633  0.13
H: 8.021 18.785 20.241  0.11
H: 7.125 19.433 21.736  0.13
H: 8.515 18.364 22.900  0.08
H: 9.480 21.968 22.186  0.08
C: 19.718 17.218 14.117  -0.24
C: 20.814 18.238 14.033  -0.27
O: 21.940 17.766 13.317  -0.05
O: 19.216 16.869 12.793  -0.08
H: 18.888 17.564 14.712  0.10
H: 20.075 16.292 14.572  0.12
H: 20.983 18.382 15.132  0.14
H: 20.404 19.143 13.546  0.12
H: 22.765 18.092 13.722  0.10
H: 20.062 16.724 12.333  0.08
C: 17.474 14.394 15.173  -0.22
C: 17.216 15.459 16.156  -0.31
O: 18.238 15.858 16.984  -0.05
O: 17.477 13.204 15.961  -0.07
H: 18.463 14.536 14.647  0.13
H: 16.666 14.461 14.419  0.12
H: 16.315 15.257 16.728  0.10
H: 17.106 16.293 15.434  0.12
H: 18.587 15.184 17.565  0.06
H: 17.614 12.429 15.419  0.09
C: 20.037 13.637 20.691  -0.25
C: 18.528 13.809 20.750  -0.26
O: 18.082 14.433 19.577  -0.09
O: 20.525 13.034 19.495  -0.07
H: 20.274 12.905 21.532  0.13
H: 20.544 14.612 20.895  0.12
H: 18.259 14.346 21.657  0.12
H: 18.088 12.790 20.841  0.12
H: 17.139 14.663 19.649  0.05
H: 19.875 13.277 18.803  0.08
C: 10.193 17.795 12.520  -0.22
C: 10.992 18.747 13.306  -0.23
O: 11.121 20.046 12.713  -0.11
O: 10.920 17.335 11.402  -0.08
H: 9.376 18.378 12.051  0.13
H: 9.747 17.059 13.208  0.12
H: 12.017 18.413 13.482  0.09
H: 10.709 19.040 14.318  0.11
H: 11.400 19.951 11.787  0.09
H: 11.608 16.706 11.665  0.06
C: 13.489 18.751 15.983  -0.16
C: 13.899 17.378 15.382  -0.22
O: 12.860 16.782 14.668  -0.08
O: 12.483 18.759 17.070  -0.10
H: 13.142 19.485 15.243  0.09
H: 14.403 19.186 16.437  0.09
H: 14.178 16.802 16.279  0.10
H: 14.811 17.390 14.771  0.11
H: 13.207 16.028 14.147  0.06
H: 11.588 18.716 16.748  0.05
C: 15.915 23.934 17.919  -0.25
C: 16.540 24.068 19.264  -0.27
O: 17.351 25.225 19.377  -0.05
O: 15.273 25.191 17.654  -0.08
H: 15.168 23.117 17.911  0.10
H: 16.643 23.686 17.150  0.10
H: 17.280 23.280 19.403  0.11
H: 15.810 23.973 20.072  0.11
H: 16.742 25.912 19.617  0.07
H: 15.183 25.236 16.677  0.06

Atomic forces in eV per Å
C -0.1 0.2 1.6
O 1.7 -1.0 -1.5
N -0.8 0.1 -0.2
N 0.0 0.8 1.2
H 0.1 -0.3 -0.2
H -0.4 0.3 0.0
H -0.9 0.1 -0.3
H 0.5 -0.3 -0.6
C -0.3 -0.9 1.4
O -0.4 0.5 -0.7
N 1.4 -1.1 0.2
N -0.4 0.3 0.0
H 0.4 0.0 -0.2
H -0.6 0.0 0.2
H -0.1 1.0 -0.7
H 0.0 0.1 -0.3
C -0.1 0.4 0.4
O -1.5 -0.6 -1.5
N -0.7 -0.1 -0.8
N 2.6 -1.1 0.2
H -0.4 0.2 0.1
H 0.6 0.5 0.9
H 0.0 0.9 0.8
H -0.3 0.2 -0.3
C -0.7 -0.6 0.2
O -0.8 -0.8 1.0
N -0.3 -1.3 -4.4
N 0.8 2.6 2.7
H 0.7 -0.1 0.4
H 0.4 0.5 0.9
H -0.1 -0.4 -0.3
H 0.2 0.4 -0.4
C -0.4 -0.3 -2.7
O 0.7 0.2 3.3
N -1.0 -0.2 -1.2
N 0.1 -1.1 0.4
H 0.0 0.6 -0.1
H 0.4 0.2 0.5
H 0.2 -0.1 1.1
H -0.4 0.8 -1.1
C 0.6 -3.3 0.5
O 0.6 -1.6 0.6
N 3.5 3.3 -0.8
N -3.3 0.7 0.4
H -0.9 0.2 -0.1
H 0.3 -0.4 -0.6
H -0.1 0.7 0.5
H -0.6 0.4 -0.3
C 0.2 -0.4 0.0
O -2.6 -1.9 1.5
N 0.7 -0.5 -1.6
N 1.2 2.7 0.1
H 0.0 -0.5 0.0
H 0.6 -0.1 -0.3
H 0.4 0.7 0.0
H -0.2 -0.1 0.2
C -2.7 4.2 0.6
O 0.9 -1.0 -0.2
N 1.3 -1.6 0.0
N 0.6 -1.8 -0.3
H -0.6 1.0 -0.1
H 0.4 -0.3 0.1
H -0.3 -0.8 -0.2
H 0.2 0.3 0.0
C -0.8 -0.9 1.4
O -2.1 -0.8 0.8
N 1.8 2.6 -1.0
N 1.6 -1.9 0.0
H -0.5 0.1 -0.3
H -0.2 -0.1 -0.1
H -0.1 0.8 -0.2
H 0.1 0.3 -0.3
C 1.1 1.5 -0.5
O 1.2 0.2 -1.9
N -3.5 -0.3 1.2
N 1.0 -0.8 3.0
H -0.6 0.2 -0.6
H 0.4 -0.5 -0.4
H -0.1 -0.2 0.0
H 0.5 0.1 -0.6
C -4.1 0.1 -2.9
O 0.9 0.8 0.1
N -0.7 0.0 0.7
N 2.7 0.5 1.5
H -0.5 -0.9 0.9
H 0.5 0.1 -0.1
H 1.5 -0.4 -0.1
H -0.2 -0.3 0.1
C 1.4 1.2 1.1
O -3.5 -2.0 -2.8
N -0.2 0.5 2.1
N 2.7 0.1 0.2
H 0.4 -0.3 -0.1
H -0.1 0.0 -0.5
H -0.7 0.0 -0.4
H 0.0 0.4 0.5
C 0.2 0.7 -0.2
C 0.5 0.5 0.9
O -0.8 -0.4 0.6
O 0.6 -0.4 -1.0
H -0.4 -0.3 0.1
H -0.5 -0.2 0.2
H -0.5 0.6 -0.4
H 0.5 -0.7 -0.4
H 0.6 -0.1 -0.4
H -0.4 0.4 0.5
C 0.4 -0.1 0.6
C 0.7 0.4 -0.8
O -0.5 -0.2 0.7
O 0.0 -0.6 -1.1
H 0.2 0.1 0.2
H 0.1 0.1 -0.4
H -0.1 0.1 0.0
H -0.2 -0.1 0.1
H 0.2 -0.1 -0.1
H -0.7 0.5 0.7
C -0.3 -0.9 0.0
C 1.1 -0.4 -1.5
O -0.2 0.1 0.4
O 0.1 0.5 0.3
H 0.5 0.2 0.1
H -0.7 0.4 0.2
H -0.7 0.3 0.6
H 0.1 0.0 -0.3
H 0.3 -0.2 0.3
H 0.1 0.0 0.0
C -0.2 -1.2 -1.6
C -0.5 0.3 1.3
O 0.3 0.0 0.4
O 1.0 0.4 0.7
H -0.3 0.3 0.2
H 0.2 0.1 0.3
H 0.6 0.5 -0.8
H 0.3 -0.1 0.3
H -0.7 -0.2 -0.3
H -0.7 -0.1 -0.4
C 0.8 -0.8 -0.3
C -0.4 1.5 -1.6
O 1.5 0.9 0.5
O 0.1 -0.5 -0.2
H -0.9 -0.1 0.5
H 0.2 -0.5 0.3
H -0.4 0.1 -0.1
H -0.7 0.3 0.8
H -0.4 -0.6 0.3
H 0.0 -0.2 -0.2
C 0.5 -0.6 1.4
C 0.2 -1.3 -0.1
O 0.0 0.2 -0.2
O -1.1 0.5 -0.2
H 0.0 1.1 -0.9
H -0.2 -0.6 -0.3
H 0.0 0.3 0.1
H 0.0 0.5 -0.1
H -0.1 0.3 -0.3
H 0.6 -0.2 0.4
C -1.3 0.6 -0.3
C 2.0 1.6 1.4
O -0.2 0.2 -1.3
O 0.2 -0.3 -0.1
H 0.0 -0.4 0.4
H 0.4 -0.4 -0.5
H -0.2 -0.7 -0.3
H -0.9 -0.7 0.1
H -0.2 0.0 0.2
H 0.0 -0.2 0.1
C 0.0 0.7 0.0
C 0.1 0.4 1.4
O -0.7 -0.6 -0.1
O 1.8 -0.8 -0.3
H 0.1 -0.4 0.0
H -0.6 -0.3 -0.2
H -0.1 -0.3 -0.2
H -0.1 0.7 0.1
H 0.2 0.2 0.1
H -0.6 0.1 -0.6
C -1.0 0.3 -0.4
C 1.2 -0.7 0.5
O -0.1 -0.2 0.2
O -0.1 -0.4 -1.1
H 0.2 0.2 0.1
H 0.2 0.2 -0.1
H -0.3 -0.6 0.0
H -0.1 0.3 -0.1
H -0.2 0.9 -0.1
H 0.0 0.0 0.7

Values from the calculation:
Total charge   0
Molar mass   1279.3 Da
Max |F|   5.03 eV/A
HOMO level   -9.2 eV
Multiplicity   1
Frontier orbital gap   9.072 eV
E_LUMO   -0.15 eV

---

This record from the Open Molecules 2025 dataset describes a structure of composition C30H15F15GeIrN6PS. The level of theory is ωB97M-V/def2-TZVPD.

Last column: natural (NBO) charge in e.
Element x y z (Å)
Ir: -0.381 -0.016 -0.129  1.17
C: 0.709 5.124 1.167  -0.42
N: 0.191 3.970 0.415  -0.27
C: -0.485 4.055 -0.771  -0.01
C: -0.780 2.785 -1.163  -0.06
N: -0.270 1.944 -0.208  -0.39
C: 0.320 2.678 0.747  0.09
P: 1.241 2.008 2.176  0.87
C: -0.028 0.784 2.660  0.09
N: -0.682 -0.025 1.813  -0.40
C: -1.472 -0.884 2.537  -0.07
C: -1.282 -0.580 3.851  -0.02
N: -0.392 0.458 3.908  -0.28
C: 0.082 1.090 5.152  -0.42
C: 2.206 0.817 1.183  0.07
N: 1.651 -0.002 0.281  -0.54
C: 2.657 -0.751 -0.275  -0.05
C: 3.830 -0.371 0.307  -0.01
N: 3.531 0.607 1.215  -0.27
C: 4.515 1.303 2.058  -0.42
H: 0.192 6.014 0.819  0.26
H: 1.777 5.235 0.990  0.24
H: 0.509 4.991 2.227  0.24
H: -0.705 5.000 -1.238  0.27
H: -1.312 2.436 -2.031  0.26
H: -2.101 -1.631 2.083  0.27
H: -1.706 -1.021 4.738  0.28
H: -0.578 0.784 5.958  0.26
H: 0.039 2.171 5.050  0.24
H: 1.095 0.763 5.372  0.24
H: 2.485 -1.495 -1.035  0.26
H: 4.838 -0.716 0.148  0.27
H: 5.486 0.847 1.892  0.26
H: 4.248 1.196 3.106  0.24
H: 4.565 2.354 1.782  0.24
F: -5.235 3.464 0.301  -0.29
C: -5.200 3.144 -0.996  0.37
C: -4.885 1.846 -1.381  -0.64
C: -4.882 1.558 -2.742  0.42
F: -4.577 0.314 -3.133  -0.30
C: -5.179 2.508 -3.697  0.26
F: -5.164 2.210 -4.980  -0.25
C: -5.493 3.799 -3.278  0.35
F: -5.773 4.719 -4.167  -0.24
C: -5.501 4.122 -1.925  0.27
F: -5.795 5.349 -1.539  -0.25
Ge: -4.596 0.422 -0.137  1.58
S: -2.424 -0.380 -0.927  -0.14
C: -5.540 -1.216 -0.413  -0.67
C: -6.682 -1.307 -1.198  0.44
F: -7.162 -0.220 -1.794  -0.29
C: -7.351 -2.510 -1.369  0.27
F: -8.433 -2.572 -2.112  -0.24
C: -6.867 -3.653 -0.743  0.35
F: -7.486 -4.794 -0.896  -0.23
C: -5.721 -3.592 0.049  0.27
F: -5.256 -4.675 0.640  -0.26
C: -5.088 -2.377 0.194  0.40
F: -3.970 -2.310 0.957  -0.34
C: -4.272 0.920 1.702  -0.64
C: -3.341 1.902 1.999  0.42
F: -2.678 2.506 0.997  -0.33
C: -3.038 2.272 3.288  0.23
F: -2.078 3.173 3.527  -0.29
C: -3.710 1.665 4.341  0.33
F: -3.399 1.986 5.581  -0.25
C: -4.674 0.700 4.087  0.27
F: -5.304 0.119 5.087  -0.25
C: -4.936 0.335 2.773  0.44
F: -5.849 -0.603 2.561  -0.28

Atomic forces in eV per Å
Ir 0.0 0.0 0.0
C 0.0 0.0 0.0
N 0.0 0.0 0.0
C 0.0 0.0 0.0
C 0.0 0.0 0.0
N 0.0 0.0 0.0
C 0.0 0.0 0.0
P 0.0 0.0 0.0
C 0.0 0.0 0.0
N 0.0 0.0 0.0
C 0.0 0.0 0.0
C 0.0 0.0 0.0
N 0.0 0.0 0.0
C 0.0 0.0 0.0
C 0.0 0.0 0.0
N 0.0 0.0 0.0
C 0.0 0.0 0.0
C 0.0 0.0 0.0
N 0.0 0.0 0.0
C 0.0 0.0 0.0
H 0.0 0.0 0.0
H 0.0 0.0 0.0
H 0.0 0.0 0.0
H 0.0 0.0 0.0
H 0.0 0.0 0.0
H 0.0 0.0 0.0
H 0.0 0.0 0.0
H 0.0 0.0 0.0
H 0.0 0.0 0.0
H 0.0 0.0 0.0
H 0.0 0.0 0.0
H 0.0 0.0 0.0
H 0.0 0.0 0.0
H 0.0 0.0 0.0
H 0.0 0.0 0.0
F 0.0 0.0 0.0
C 0.0 0.0 0.0
C 0.0 0.0 0.0
C 0.0 0.0 0.0
F 0.0 0.0 0.0
C 0.0 0.0 0.0
F 0.0 0.0 0.0
C 0.0 0.0 0.0
F 0.0 0.0 0.0
C 0.0 0.0 0.0
F 0.0 0.0 0.0
Ge -0.1 0.0 0.0
S 0.0 0.0 0.0
C 0.0 0.0 0.0
C -0.1 -0.1 0.0
F 0.0 0.1 0.0
C 0.1 0.1 0.0
F -0.1 0.0 0.0
C 0.0 0.0 0.0
F 0.0 0.0 0.0
C 0.0 0.1 0.0
F 0.0 -0.1 0.0
C -0.1 -0.1 0.0
F 0.1 0.0 0.0
C 0.0 0.0 0.0
C 0.0 0.0 0.0
F 0.0 0.0 0.0
C 0.0 0.0 0.0
F 0.0 0.0 0.0
C 0.0 0.0 0.0
F 0.0 0.0 0.0
C 0.0 0.0 0.0
F 0.0 0.0 0.0
C 0.0 0.0 0.0
F 0.0 0.0 0.0

Values from the calculation:
Total charge   +3
Molar mass   1072.3 Da
Max |F|   0.18 eV/A
HOMO level (alpha / beta)   -16.4 / -16.4 eV
Multiplicity   2
Frontier orbital gap (alpha / beta)   5.534 / 4.273 eV
Relative energy (zero: lowest compared OMol25 entry of this formula, charge and spin)   0.000 eV
E_LUMO (alpha / beta)   -10.88 / -12.14 eV